Density functional theory data (wB97M-V/def2-TZVPD) for a cluster of 9 separate species, C9H36O9 in total in a non-equilibrium geometry.

Results
ΔE to the lowest compared entry with this formula, charge and spin   117.0 kcal per mole
Calculated total energy   -1041.4843 hartree
HOMO-LUMO gap   0.359 Eh
E_LUMO   0.25 eV
Net charge   0

Geometry (Å):
C (-2.333, 2.204, -3.000)
O (-0.976, 2.559, -3.046)
H (-2.915, 2.522, -3.866)
H (-2.396, 1.109, -2.947)
H (-2.894, 2.616, -2.148)
H (-0.544, 2.103, -2.308)
C (-2.379, -3.805, -0.409)
O (-2.390, -3.183, 0.880)
H (-1.491, -4.406, -0.577)
H (-3.254, -4.435, -0.589)
H (-2.424, -3.035, -1.186)
H (-3.284, -2.858, 1.013)
C (-0.854, 0.478, 0.231)
O (-0.159, 0.758, -1.006)
H (-0.086, 0.386, 1.005)
H (-1.532, 1.301, 0.422)
H (-1.295, -0.516, 0.169)
H (0.622, 0.173, -0.949)
C (2.939, 2.720, -0.187)
O (4.220, 3.068, 0.310)
H (2.388, 2.034, 0.450)
H (2.343, 3.588, -0.464)
H (3.103, 2.105, -1.082)
H (4.754, 3.432, -0.397)
C (3.056, -0.617, 0.868)
O (2.143, -0.920, -0.172)
H (3.805, 0.098, 0.533)
H (2.516, -0.305, 1.765)
H (3.654, -1.502, 1.132)
H (1.477, -1.559, 0.177)
C (0.762, -3.624, 1.877)
O (0.335, -2.698, 0.865)
H (0.465, -3.253, 2.864)
H (0.235, -4.569, 1.720)
H (1.842, -3.723, 1.831)
H (-0.639, -2.744, 0.814)
C (3.448, -3.186, -3.052)
O (2.258, -2.463, -2.718)
H (3.453, -4.124, -2.482)
H (3.441, -3.442, -4.106)
H (4.303, -2.578, -2.748)
H (2.338, -2.096, -1.831)
C (-5.127, 2.380, 0.115)
O (-5.564, 1.874, 1.361)
H (-4.054, 2.552, 0.085)
H (-5.458, 1.786, -0.739)
H (-5.566, 3.375, -0.050)
H (-6.407, 1.434, 1.242)
C (0.695, 3.003, 3.088)
O (0.056, 3.245, 4.320)
H (1.303, 3.843, 2.726)
H (1.482, 2.237, 3.177)
H (0.050, 2.703, 2.266)
H (0.531, 3.957, 4.755)